Record 1
53
Properties=species:S:1:pos:R:3:forces:R:3 method="wB97M-V/def2-TZVPD" e_above_lowest_kcal_mol=0.00 e_lumo_ev=2.765 homo_lumo_gap_ha=0.3318 total_charge=-1
C 0.361375 1.149816 1.709159 -0.98 -0.52 -1.40
N 1.106724 -0.168613 1.778256 -1.73 0.98 -0.62
C 0.304362 -1.316080 1.267398 2.14 -2.13 -0.10
O 0.590897 -1.612358 -0.060558 -0.71 0.36 -0.23
C -1.186481 1.114595 1.664007 -0.15 -1.08 0.16
N -1.812412 0.754089 2.960634 0.90 0.06 -0.67
C -3.146276 0.145894 2.891386 0.45 0.08 0.58
N -3.245085 -1.120446 2.185809 -0.34 -0.11 0.22
H 0.497891 1.542254 0.703209 0.73 0.61 -0.02
H 0.778285 1.788556 2.465204 -0.04 0.61 0.29
H 1.801142 -0.055749 1.030150 -0.12 -0.34 0.38
H -0.783112 -1.314140 1.405176 0.37 0.68 0.53
H 0.738667 -2.177891 1.823201 -0.59 0.20 0.37
H -1.445530 0.467687 0.783606 0.12 -0.13 1.00
H -1.649986 2.027582 1.280386 0.52 0.54 0.50
H -1.143678 0.162517 3.500373 -1.02 0.44 -0.65
H -3.915229 0.808616 2.421206 0.94 -0.14 0.33
H -3.386674 0.076888 3.961973 -0.50 -0.49 -0.36
H -3.055217 -0.934471 1.212218 0.03 -0.30 -0.33
H -2.598359 -1.843602 2.504908 -0.17 0.50 0.03
H 1.763023 -2.752590 -0.366661 -0.29 -0.16 0.68
H 2.205414 -4.273024 -0.065856 -0.33 0.12 0.16
O 2.437498 -3.467442 -0.525598 0.55 0.05 -0.70
H 1.211676 -0.575586 -1.162774 -0.35 0.19 0.25
H 1.520883 -1.007166 -2.558350 0.12 1.09 0.28
O 1.428511 -0.164090 -2.032645 0.24 -0.63 -0.81
H 3.186637 -0.761693 2.443384 -0.54 -1.16 0.29
H 3.675168 -2.256752 2.855584 -0.69 0.35 0.40
O 3.807149 -1.484259 2.310970 1.28 0.32 -0.98
H 0.632174 2.378761 -3.894345 0.52 -0.08 0.66
H 0.526710 0.951945 -3.074316 1.06 0.41 0.23
O 0.169509 1.556138 -3.748997 -1.41 -0.30 -0.71
H -1.224285 1.757013 -2.378668 -0.04 0.05 -0.24
H -1.523312 0.613630 -1.413135 -0.57 0.22 -0.10
O -1.820550 1.522407 -1.648217 0.44 0.24 0.19
H -1.030271 -0.944657 -3.632873 -0.84 0.50 -0.03
H -0.443299 -1.986210 -4.374992 0.12 -0.67 -0.71
O -1.309001 -1.569653 -4.322078 0.74 0.17 0.76
H -0.830530 -1.457231 -0.672563 -0.11 -0.06 -0.70
H -2.182098 -1.743862 -1.624631 0.19 -0.23 -0.02
O -1.686200 -1.096767 -1.122382 0.24 0.06 0.64
H 1.423196 3.564974 -1.255612 -0.37 -0.12 0.12
H -0.086496 4.077441 -1.276580 0.44 0.05 0.14
O 0.800552 4.164615 -1.675614 0.19 0.23 -0.37
H 1.527523 0.478862 4.277596 -0.01 -0.08 -0.44
H 2.840881 0.418927 3.476221 -0.30 0.29 -0.20
O 2.475831 0.362172 4.353546 0.31 0.16 1.27
H 0.511375 -2.723299 -2.477361 -0.03 -0.08 0.12
H 1.970219 -3.125109 -2.402223 0.02 -0.08 0.18
O 1.326004 -2.698870 -2.993943 -0.14 -0.25 -0.34
H -1.737865 4.193474 0.365439 0.02 0.23 0.04
H -1.811976 3.310767 -0.847649 -0.34 -0.39 -0.31
O -1.764276 4.250200 -0.595640 0.04 -0.26 0.25


Record 2
53
Properties=species:S:1:pos:R:3:forces:R:3 method="wB97M-V/def2-TZVPD" e_above_lowest_kcal_mol=122.83 e_lumo_ev=-2.843 homo_lumo_gap_ha=0.3730 total_charge=+1
O -1.682968 1.584174 2.880714 -0.38 -0.93 -1.35
C -1.775386 2.506221 1.845372 -0.25 2.45 2.88
C -0.711309 2.290390 0.644264 0.82 2.67 1.53
N -0.077974 0.890014 0.705774 2.30 3.43 -0.56
C 1.008442 0.725097 -0.386031 -0.96 -2.02 -1.94
C -1.401155 2.801050 -0.611275 -2.19 -1.21 0.89
O -2.480214 3.489384 2.078654 1.75 -2.29 -2.33
H -2.541880 1.503053 3.381274 1.22 0.71 -0.55
H 0.228140 3.126433 0.752810 -2.43 -2.74 0.42
H -0.764384 0.151619 0.549406 0.39 -0.15 0.90
H 0.521640 0.985607 1.599378 -1.37 -1.05 -1.20
H 0.628187 0.892084 -1.444196 -0.15 -0.47 1.66
H 1.323421 -0.371505 -0.283437 -0.45 1.80 -0.32
H 1.880301 1.356704 -0.340855 -0.28 0.25 0.88
H -1.300705 3.852004 -0.704630 0.25 0.86 -0.06
H -1.099170 2.305930 -1.465902 1.44 -0.70 -1.83
H -2.488536 2.568946 -0.643617 0.53 0.27 0.60
H -2.931050 0.414722 1.526008 1.31 -0.83 3.24
H -3.734000 -0.246334 0.473462 -1.38 -1.92 -0.32
O -3.327938 0.546085 0.718078 -0.11 2.22 -2.66
H -0.338231 -4.211800 -1.688359 1.75 2.33 -0.02
H -0.078536 -2.714023 -1.126517 -0.47 -0.35 -0.37
O 0.277927 -3.384590 -1.733066 -1.72 -1.77 0.15
H -1.230220 -2.719993 0.371887 0.62 0.88 1.04
H -0.693818 -2.448962 1.800968 0.01 0.13 -0.03
O -0.685383 -2.081877 0.907039 -0.75 -0.90 -1.13
H 2.830579 -1.791038 -1.551377 -0.05 -0.37 1.23
H 1.621265 -2.577777 -0.991804 2.04 0.18 0.67
O 2.503436 -2.167489 -0.693481 -1.28 -0.05 -1.82
H -0.642388 1.784290 -4.200166 -0.04 1.75 0.01
H -1.319834 0.870343 -3.072911 0.92 0.69 -1.23
O -0.828204 0.913421 -3.923802 -0.95 -2.08 1.06
H 0.829932 -0.060118 -4.848140 -0.40 -0.44 0.38
H 0.309647 -1.389288 -4.176061 0.76 0.83 -0.88
O 1.077646 -0.970397 -4.639244 -0.74 -1.56 -0.05
H -2.748951 -1.666064 3.867642 -2.53 -1.15 1.82
H -1.316469 -1.541990 3.701758 -1.63 1.22 -1.51
O -2.204483 -1.283586 3.239638 4.15 0.01 -0.15
H 1.646913 -1.416476 4.298674 -0.07 0.11 -0.03
H 1.419420 -0.718795 2.972689 1.37 1.57 -1.65
O 1.040981 -1.316450 3.557800 -1.76 -1.92 1.97
H 2.758897 -1.347427 0.817933 0.35 -0.72 -0.16
H 3.420900 -1.702519 2.277662 -0.47 0.52 -1.11
O 3.027598 -1.013618 1.695766 0.55 -0.63 1.11
H 3.350336 2.032788 1.939627 -1.26 -0.77 -0.49
H 2.995129 0.446786 1.810453 -0.84 2.44 -0.85
O 2.636275 1.437453 1.580616 2.11 -0.81 1.89
H 2.778552 0.892207 -3.743791 -2.01 -1.84 2.59
H 2.007786 -0.471471 -3.161668 0.31 1.77 -0.71
O 2.169269 0.497769 -2.974492 2.42 0.89 -1.47
H -2.022597 -0.608745 -0.438129 0.32 -0.10 -0.86
H -2.277431 -0.045952 -1.827404 1.28 -1.36 0.96
O -1.589396 -0.596291 -1.324994 -2.06 1.13 -0.25


Record 3
54
Properties=species:S:1:pos:R:3:forces:R:3 method="wB97M-V/def2-TZVPD" e_above_lowest_kcal_mol=143.02 e_lumo_ev=2.629 homo_lumo_gap_ha=0.3414 total_charge=-1
C -0.259098 -0.547805 -0.705542 -1.02 -0.89 -1.04
C -0.523150 -2.000452 -1.210862 0.02 -2.65 1.24
C -1.488172 -2.148468 -2.377476 0.76 0.80 -1.08
O -1.846581 -3.189867 -2.870057 -0.13 0.21 0.57
N -0.329655 -0.520270 0.771177 -0.60 -0.50 -1.29
C 0.105219 0.774687 1.191005 -0.47 0.32 1.54
O -0.832641 1.754599 0.886675 -1.09 1.47 -1.44
H -0.945309 0.163086 -1.326575 0.75 -0.95 1.43
H 0.756580 -0.262294 -1.039898 -0.36 -0.13 0.42
H -0.821327 -2.884167 -0.379189 0.38 2.71 -1.94
H 0.441451 -2.470266 -1.561524 -0.78 0.59 0.04
H -1.716821 -1.170021 -2.943736 -0.03 -0.79 0.83
H -1.287406 -0.827687 1.130581 1.44 1.09 -1.03
H 0.063984 0.833552 2.307002 1.22 -0.49 -0.74
H 1.052936 1.025708 0.645370 -0.97 -0.32 1.43
H 2.632721 0.604748 -0.111850 2.14 0.08 2.39
H 2.401822 -0.656736 0.650101 0.18 -0.67 0.93
O 2.941534 0.119846 0.846609 -0.97 -0.20 -3.16
H 0.719153 -2.460997 2.538510 0.08 -0.57 -0.77
H 0.072461 -2.293982 1.218086 0.38 0.25 -0.13
O 0.583088 -2.970126 1.703910 0.15 0.19 1.27
H -1.784304 -1.046358 2.856694 0.25 -0.49 0.57
H -1.208720 -2.331810 3.439432 -0.19 -2.10 -0.48
O -1.225991 -1.415509 3.570610 -0.34 2.49 0.15
H -3.700984 -0.745221 1.508062 -1.15 1.59 0.97
H -3.154752 -0.942975 0.090268 -0.10 0.02 1.36
O -3.152331 -1.307855 1.018784 1.34 -2.22 -1.96
H -0.561108 2.148409 0.009674 0.24 -0.43 1.24
H 0.766055 3.735045 -0.491422 1.88 5.41 3.93
O 0.539219 3.034151 -0.949754 -1.63 -5.60 -3.60
H -2.712156 1.544056 -0.666942 -1.78 -2.20 -0.43
H -4.131257 1.066988 -0.121128 1.25 -0.86 -1.19
O -3.376244 0.699633 -0.677505 0.13 3.18 0.60
H 2.215699 2.979910 -3.304721 1.06 -1.41 0.18
H 1.084700 3.565215 -2.325592 1.21 -0.40 -2.24
O 1.582124 3.659235 -3.261711 -2.22 1.72 1.53
H -2.326488 3.189413 -1.999615 0.15 0.15 -1.43
H -1.253264 3.239609 -0.864905 -0.04 0.27 -0.90
O -2.206515 3.129098 -1.073237 -0.24 -0.04 1.80
H 3.416260 2.255171 -0.998802 0.84 0.95 0.32
H 1.664791 2.187053 -0.959771 1.59 0.23 -0.43
O 2.699826 1.657114 -1.078789 -3.30 -0.45 -0.78
H 3.762968 -3.234529 0.554957 -2.61 -0.35 -0.82
H 2.157824 -3.324439 0.787218 -0.05 0.19 0.19
O 2.851634 -3.370959 0.105418 2.74 0.16 0.75
H 3.496511 -2.353520 -1.443477 -0.46 0.99 -0.17
H 3.391418 -0.804827 -2.014950 0.07 -1.80 0.27
O 3.376785 -1.779258 -2.226828 0.12 1.02 -0.21
H 2.844892 1.136615 2.215881 -0.42 -1.59 -3.86
H 3.777119 1.207722 3.333402 0.27 -0.04 0.21
O 2.884342 1.422831 3.073809 0.12 1.78 4.20
H -2.938347 1.621582 1.311451 -0.48 -1.14 0.82
H -3.227559 1.580969 2.723066 1.22 1.93 4.22
O -3.524593 1.169457 1.988736 -0.57 -0.52 -4.30


Record 4
65
Properties=species:S:1:pos:R:3:forces:R:3 method="wB97M-V/def2-TZVPD" s_squared=6.1664 e_lumo_ev="-3.622 / -5.889" homo_lumo_gap_ha="0.2400 / 0.1567" total_charge=0 multiplicity=5
Co -2.500474 -0.274040 -1.120279 -0.57 -0.53 0.25
In 0.007847 -2.482144 1.158772 -0.53 1.38 -1.01
P -3.575799 -1.780658 0.813764 1.48 -1.39 0.72
O -3.950688 -0.413980 0.193268 -0.18 1.42 0.31
O -2.663904 -1.817230 2.099563 -2.02 0.18 -0.65
O -2.504319 -2.081039 -0.238881 1.81 -1.17 -1.80
O -4.702344 -2.844389 0.841212 1.15 1.45 0.73
P 0.118104 -0.146638 -1.636272 2.69 0.54 2.99
O 0.981148 -1.417419 -1.428258 -1.04 1.25 0.45
O 0.940229 1.155975 -1.966944 -2.41 -2.88 0.24
O -0.716152 0.011635 -0.294360 0.11 0.31 0.97
O -1.101111 -0.475189 -2.497650 -1.66 0.53 -0.67
C -0.275874 1.719628 4.867842 -0.91 0.26 0.66
C 0.464401 0.500621 4.281254 0.61 -0.68 0.82
C 0.511533 -0.721234 5.228270 1.43 0.68 1.23
O 1.158642 -0.449628 6.520318 -1.16 -0.13 -0.92
C 2.578678 -0.397428 6.497202 -0.01 0.36 -0.29
N -0.298230 0.127376 3.115422 -0.33 0.84 0.85
H -0.823167 2.289421 4.116907 0.50 0.26 -0.24
H 0.363098 2.372428 5.462533 0.36 -0.07 -0.39
H -1.063150 1.438038 5.567115 0.01 -0.56 0.05
H 1.474332 0.795380 3.996197 -0.08 -0.03 -0.23
H 1.067881 -1.501776 4.709310 0.02 -0.25 -0.03
H -0.504500 -1.065450 5.421388 0.05 0.02 0.27
H 3.012567 -0.003917 7.416442 -0.76 0.07 0.34
H 2.879105 0.330019 5.743101 0.45 -0.37 -0.37
H 3.025400 -1.387167 6.402617 -0.03 -0.06 -0.58
H -1.267083 0.031214 3.384072 -0.68 -1.24 -0.09
H -0.340034 0.927676 2.500716 0.46 0.46 -1.84
O 1.999526 -1.716770 -3.745758 0.66 -0.30 -1.31
H 1.521065 -1.749857 -2.917378 -0.20 -0.13 0.61
H 1.824749 -0.840489 -4.088999 -0.05 0.34 -0.34
O -1.914121 -0.409777 -4.905835 -1.03 0.19 -1.19
H -1.587881 -0.436266 -4.006344 0.07 -0.30 0.68
H -1.611304 -1.230095 -5.295204 -0.08 -0.18 -0.15
O -0.890338 3.090292 -2.451833 -0.66 0.68 0.24
H -0.496183 3.746895 -3.026056 -0.18 0.11 -0.29
H -0.200340 2.439682 -2.322110 0.82 -0.53 0.20
O -0.639843 2.364184 1.132630 -0.67 0.30 1.33
H 0.315794 2.388521 1.083709 0.83 0.28 -0.30
H -0.887558 1.601545 0.609910 -0.03 -0.54 -0.72
O 3.396076 1.968986 -2.372955 0.83 0.69 0.03
H 2.485443 1.734058 -2.194669 -0.42 -0.27 -0.21
H 3.728417 1.250347 -2.910862 0.16 -0.14 0.01
O 2.033776 1.951378 0.412633 -0.02 0.10 1.16
H 2.871061 2.284062 0.089357 0.35 0.07 -0.17
H 1.532945 1.752584 -0.378488 -0.18 -0.25 -0.79
O 0.012837 1.363178 -4.697172 0.87 0.56 -0.27
H -0.770741 0.836965 -4.856341 -0.38 -0.16 -0.54
H 0.247456 1.175452 -3.788361 0.31 0.22 0.13
O 3.943226 -1.012387 -1.510322 0.81 0.04 0.37
H 4.023957 -1.256425 -2.432365 -0.17 -0.17 -0.38
H 3.023831 -0.767032 -1.406621 -0.44 0.14 -0.01
O -2.834145 1.830625 -1.237726 -0.58 -1.12 0.15
H -2.179207 2.300166 -1.754276 1.01 0.88 -0.88
H -3.238695 2.505428 -0.692552 -0.27 -0.17 0.44
O -1.567570 -2.995741 -3.480682 -0.33 -0.52 -0.19
H -1.135139 -2.261211 -3.045140 0.14 0.22 0.27
H -0.997504 -3.205426 -4.220473 0.27 -0.26 -0.10
O 2.671961 -3.332500 -0.647035 -0.41 -1.09 0.85
H 2.116145 -2.711886 -1.118359 -0.11 0.34 -0.31
H 3.543162 -2.936392 -0.665467 0.27 0.37 -0.06
O -3.909926 -0.670432 -2.529136 -0.36 -0.09 0.04
H -4.709282 -1.172824 -2.371463 -0.19 -0.27 0.50
H -4.017779 -0.318921 -3.412896 0.60 0.27 -0.57


Number 1: energy -1240.004508 a.u.. Number 2: energy -1280.599028 a.u.. Number 3: energy -1356.149260 a.u.. Number 4: energy -4063.912416 a.u..